Record 1
This record from OMol25 describes a gas-phase ion, C3H9N4 (charge +1) in a non-equilibrium geometry. The level of theory is wB97M-V/def2-TZVPD.

Calculated values
LUMO level (alpha / beta) in eV: -3.9459 / -8.7258
E in Eh: -338.18464
HOMO level (alpha / beta) in eV: -11.3276 / -14.6322
Relative energy (zero: lowest compared OMol25 entry of this formula, charge and spin) in kJ/mol: 457.0

Structure (ORCA input):
```
! RIJCOSX wB97M-V def2-TZVPD def2/J DEFGRID3
* xyz 1 3
C -1.38 0.17 0.31
C -1.35 -1.21 -0.40
C 3.15 0.20 0.31
N -0.15 0.95 -0.36
N 0.94 0.57 -0.26
N 1.98 0.12 -0.39
N -2.58 0.92 0.13
H -1.01 -2.13 0.15
H -0.88 -1.33 -1.42
H -2.40 -1.44 -0.63
H 3.63 -0.76 -0.03
H 3.84 0.99 0.19
H 2.99 0.05 1.34
H -1.12 0.12 1.41
H -3.04 0.86 -0.79
H -2.62 1.91 0.43
*
```

=====

Record 2
This record from OMol25 describes 3 unconnected molecules or ions with the total composition C3H9N4O3 in a non-equilibrium geometry. The level of theory is wB97M-V/def2-TZVPD.

Calculated values
LUMO level in eV: -5.2459
E in Eh: -563.97669
HOMO level in eV: -12.5683
Relative energy (zero: lowest compared OMol25 entry of this formula, charge and spin) in kJ/mol: 429.9

Structure (ORCA input):
```
! RIJCOSX wB97M-V def2-TZVPD def2/J DEFGRID3
* xyz 1 1
C -2.94 0.08 1.27
C -2.62 0.46 -0.15
C 2.38 0.22 0.83
N 1.51 -0.45 1.40
N 3.53 0.43 0.64
N -3.65 0.78 -0.92
N 3.91 -1.14 -1.40
O 0.26 -0.57 1.24
O 4.56 0.92 0.39
O -1.41 0.56 -0.57
H -3.36 0.94 1.83
H -2.01 0.03 1.72
H -3.67 -0.79 1.23
H -4.64 1.02 -0.61
H -3.39 1.05 -1.95
H 4.48 -2.04 -1.12
H 3.41 -1.35 -2.25
H 4.46 -0.39 -1.73
H -0.81 0.24 0.14
*
```

=====

Record 3
This record from OMol25 describes 2 unconnected molecules or ions with the total composition C3H9N4O3 in a non-equilibrium geometry. The level of theory is wB97M-V/def2-TZVPD.

Calculated values
LUMO level in eV: -5.0192
E in Eh: -564.04533
HOMO level in eV: -13.4244
Relative energy (zero: lowest compared OMol25 entry of this formula, charge and spin) in kJ/mol: 249.7

Structure (ORCA input):
```
! RIJCOSX wB97M-V def2-TZVPD def2/J DEFGRID3
* xyz 1 1
C -1.69 0.60 0.50
C -2.11 -0.01 -0.77
C 2.21 -0.56 -0.05
N 1.24 0.29 -0.36
N 1.86 -1.87 0.32
N -3.30 0.03 -1.24
N 3.69 -0.05 -0.13
O 1.42 1.58 -0.71
O 2.79 -2.63 0.56
O -1.16 -0.49 -1.56
H -2.46 1.06 1.20
H -0.92 1.30 0.19
H -1.13 -0.16 1.21
H -4.09 0.44 -0.53
H -3.38 -0.13 -2.20
H 3.99 0.68 0.61
H 4.17 -0.89 0.13
H 2.35 1.77 -0.84
H -0.31 -0.42 -1.03
*
```

=====

Record 4
This record from OMol25 describes a gas-phase ion, C3H9N4O3S (charge +1) in a non-equilibrium geometry. The level of theory is wB97M-V/def2-TZVPD.

Calculated values
LUMO level in eV: -3.3828
E in Eh: -962.31474
HOMO level in eV: -13.8390
Relative energy (zero: lowest compared OMol25 entry of this formula, charge and spin) in kJ/mol: 214.9

Structure (ORCA input):
```
! RIJCOSX wB97M-V def2-TZVPD def2/J DEFGRID3
* xyz 1 1
C -0.36 -1.26 -0.82
C 1.27 3.48 2.20
C -0.44 -3.80 -1.83
N -1.62 -0.81 -1.26
N 0.04 -2.48 -1.10
N 0.92 4.13 3.26
N 1.88 2.90 1.37
O 0.51 -0.34 -0.55
O 0.45 0.69 1.97
O -0.09 1.94 -0.36
S 1.04 1.07 0.71
H -1.53 -3.90 -1.61
H -0.26 -3.64 -2.86
H 0.17 -4.47 -1.36
H -2.32 -1.35 -1.76
H -1.79 0.16 -1.21
H 0.94 -2.55 -0.79
H 0.96 3.63 4.18
H 0.45 5.02 3.10
H -0.21 1.59 -1.25
*
```

=====

Record 5
This record from OMol25 describes a molecular structure, C3H9N4O4S4V in a non-equilibrium geometry. The level of theory is wB97M-V/def2-TZVPD.

Calculated values
LUMO level (alpha / beta) in eV: -0.3173 / -0.3153
E in Eh: -3176.52824
HOMO level (alpha / beta) in eV: -6.9289 / -6.9339

Structure (ORCA input):
```
! RIJCOSX wB97M-V def2-TZVPD def2/J DEFGRID3
* xyz 0 3
V -0.38 -1.06 0.74
N 1.19 -0.45 2.22
N 0.53 0.72 2.65
C -0.89 0.65 2.68
O -1.48 1.54 3.26
O -1.40 -0.31 2.01
H 1.37 -1.12 2.98
H 2.07 -0.23 1.76
H 0.93 1.23 3.43
C 1.58 1.03 -3.58
O 1.50 -0.04 -2.66
C 0.68 0.03 -1.60
O 0.72 -0.85 -0.75
N -0.10 1.15 -1.45
N -0.87 1.18 -0.28
H 2.46 0.82 -4.18
H 1.70 1.99 -3.07
H 0.70 1.06 -4.24
H -0.50 1.56 -2.30
H -1.85 0.89 -0.42
H -0.82 2.09 0.16
S -0.05 -3.13 1.43
S -1.74 -4.26 1.08
S -3.14 -2.79 0.78
S -2.21 -1.69 -0.64
*
```

=====

Record 6
This record from OMol25 describes C3H9N5 in the gas phase in a non-equilibrium geometry. The level of theory is wB97M-V/def2-TZVPD.

Calculated values
LUMO level in eV: 0.9796
E in Eh: -393.39263
Structure (SMILES): N=C=CC(N)(N)NN
HOMO level in eV: -8.1236
Relative energy (zero: lowest compared OMol25 entry of this formula, charge and spin) in kJ/mol: 317.4

Structure (ORCA input):
```
! RIJCOSX wB97M-V def2-TZVPD def2/J DEFGRID3
* xyz 0 1
N 2.83 0.18 -0.81
C 1.74 0.43 -0.31
C 0.76 1.06 0.30
C -0.61 0.46 0.19
N -1.51 1.40 -0.45
N -1.14 0.05 1.47
N -0.36 -0.74 -0.69
N 0.55 -1.69 -0.17
H 3.36 -0.65 -0.60
H 0.87 2.04 0.73
H -2.38 0.96 -0.72
H -1.08 1.79 -1.28
H -0.73 0.57 2.24
H -2.13 -0.13 1.43
H -1.26 -1.17 -0.92
H 0.14 -2.32 0.52
H 0.94 -2.25 -0.92
*
```

=====

Record 7
This record from OMol25 describes 2 unconnected molecules or ions with the total composition C3H9NO in a non-equilibrium geometry. The level of theory is wB97M-V/def2-TZVPD.

Calculated values
LUMO level in eV: 0.8010
E in Eh: -249.62650
Structure (SMILES): C=CNC.O
HOMO level in eV: -8.1898
Relative energy (zero: lowest compared OMol25 entry of this formula, charge and spin) in kJ/mol: 228.9

Structure (ORCA input):
```
! RIJCOSX wB97M-V def2-TZVPD def2/J DEFGRID3
* xyz 0 1
C -0.14 -1.02 2.98
C -0.41 -1.04 1.71
N -1.02 -0.16 0.78
C -0.65 -0.54 -0.58
H -0.33 -0.24 3.68
H 0.18 -1.94 3.44
H -0.21 -2.10 1.32
H -1.01 0.90 1.01
H -0.17 -1.57 -0.52
H -1.62 -0.63 -1.08
H 0.08 0.09 -1.22
O 1.79 2.16 -3.57
H 0.98 2.78 -3.68
H 2.18 2.09 -4.43
*
```

=====

Record 8
This record from OMol25 describes C3H9NO in the gas phase in a non-equilibrium geometry. The level of theory is wB97M-V/def2-TZVPD.

Calculated values
LUMO level in eV: 0.9214
E in Eh: -249.64803
Structure (SMILES): NCCCO
HOMO level in eV: -9.5470
Relative energy (zero: lowest compared OMol25 entry of this formula, charge and spin) in kJ/mol: 172.4

Structure (ORCA input):
```
! RIJCOSX wB97M-V def2-TZVPD def2/J DEFGRID3
* xyz 0 1
N -2.10 0.83 -0.62
C -0.69 0.57 -0.83
C -0.12 -0.09 0.37
C 1.24 -0.71 0.12
O 1.70 -1.61 1.22
H -2.32 1.81 -0.67
H -2.10 0.61 0.37
H -0.20 1.54 -1.05
H -0.55 -0.14 -1.65
H 0.06 0.50 1.26
H -0.68 -1.07 0.63
H 1.33 -1.24 -0.74
H 1.91 0.20 0.01
H 2.52 -1.21 1.58
*
```